This record from the OMol25 dataset describes a 2-piece molecular cluster, C3H10NOS overall in a non-equilibrium geometry. The level of theory is wB97M-V/def2-TZVPD.

Properties
**Relative energy (zero: lowest compared OMol25 entry of this formula, charge and spin)**: 53.4 kJ/mol
**HOMO-LUMO gap (alpha / beta)**: 0.3850 / 0.2594 hartree
**2S+1**: 2
**HOMO (alpha / beta)**: -0.35561 / -0.34335 Eh

Last columns: bonded neighbours and bond lengths (Å).
Cartesian coordinates (Å):
1 C 0.69618 -0.17130 0.94939  C2 1.559, C4 1.521, H6 1.087, H7 1.092
2 C -0.81980 -0.50621 0.80640  C1 1.559, S3 1.776, H8 1.094, H9 1.100
3 S -1.92212 0.88388 0.71421  C2 1.776
4 C 1.07740 0.74149 -0.20627  C1 1.521, N5 1.538, H10 1.081, H11 1.088
5 N 2.59449 0.97128 -0.31719  C4 1.538, H12 1.025, H13 1.024
6 H 0.86077 0.26016 1.93294  C1 1.087
7 H 1.30308 -1.07632 0.88554  C1 1.092
8 H -0.87851 -1.28444 0.04000  C2 1.094
9 H -1.15069 -1.01938 1.72194  C2 1.100
10 H 0.84876 0.35421 -1.18952  C4 1.081
11 H 0.72088 1.76710 -0.13536  C4 1.088
12 H 2.92870 0.09869 -0.73845  N5 1.025
13 H 2.91618 0.76490 0.63253  N5 1.024
14 H -3.49661 -0.14816 -2.12912  O16 0.952
15 H -2.49799 -0.65896 -1.18261  O16 0.964
16 O -3.18073 -0.97694 -1.78444  H14 0.952, H15 0.964

This record from the OMol25 dataset describes a 2-piece molecular cluster, C3H6N2O overall in a non-equilibrium geometry. The level of theory is wB97M-V/def2-TZVPD.

Properties
**Relative energy (zero: lowest compared OMol25 entry of this formula, charge and spin)**: 307.1 kJ/mol
**HOMO-LUMO gap**: 0.3493 hartree
**HOMO**: -0.31907 Eh

Last columns: bonded neighbours and bond lengths (Å).
Cartesian coordinates (Å):
1 C 0.27373 -1.21884 0.66147  N4 1.294, H7 1.107
2 C -2.48306 -0.21114 0.00561  N5 1.187, O6 1.162
3 C -1.02604 1.78502 0.02792  N5 1.416, H8 1.091, H9 1.091, H10 1.093
4 N 0.50198 -1.87265 -0.43215  C1 1.294, H11 1.026, H12 1.017
5 N -2.13295 0.91537 -0.12561  C2 1.187, C3 1.416
6 O -3.03846 -1.23151 0.03228  C2 1.162
7 H 0.91059 -1.61227 1.47679  C1 1.107
8 H -0.75325 2.17946 -0.95249  C3 1.091
9 H -1.31764 2.61620 0.67220  C3 1.091
10 H -0.17907 1.24824 0.46173  C3 1.093
11 H 1.14592 -2.65856 -0.57259  N4 1.026
12 H -0.03941 -1.63391 -1.25871  N4 1.017

This record from the OMol25 dataset describes one molecule with the formula C5H9NO in a non-equilibrium geometry. The level of theory is wB97M-V/def2-TZVPD.

Properties
**Structure (SMILES)**: COC[C@@H](C)C#N
**Relative energy (zero: lowest compared OMol25 entry of this formula, charge and spin)**: 147.8 kJ/mol
**HOMO-LUMO gap**: 0.4128 hartree
**HOMO**: -0.38215 Eh

Last columns: bonded neighbours and bond lengths (Å).
Cartesian coordinates (Å):
1 C -0.23026 2.37739 0.68300  O2 1.403, H8 1.093, H9 1.099, H10 1.099
2 O 0.31043 1.08360 0.72685  C1 1.403, C3 1.403
3 C 0.45813 0.42394 -0.50284  O2 1.403, C4 1.531, H11 1.102, H12 1.102
4 C 0.49981 -1.05898 -0.12266  C3 1.531, C5 1.533, C6 1.467, H13 1.096
5 C -0.83395 -1.59278 0.41333  C4 1.533, H14 1.094, H15 1.092, H16 1.095
6 C 0.94328 -1.88937 -1.24817  C4 1.467, N7 1.157
7 N 1.23085 -2.56155 -2.14549  C6 1.157
8 H -0.60783 2.58480 1.68730  C1 1.093
9 H -1.06315 2.43744 -0.03183  C1 1.099
10 H 0.52181 3.13429 0.42100  C1 1.099
11 H 1.38949 0.71073 -1.01745  C3 1.102
12 H -0.38108 0.64070 -1.18413  C3 1.102
13 H 1.24605 -1.10626 0.67847  C4 1.096
14 H -0.71896 -2.63099 0.73801  C5 1.094
15 H -1.15634 -0.98987 1.26513  C5 1.092
16 H -1.60828 -1.56310 -0.36052  C5 1.095

no.,E (eV)
1,-17644.245
2,-8233.516
3,-8867.681